No. 1
{
  "formula": "C6H8O2",
  "method": "ωB97M-V/def2-TZVPD",
  "elements": ["C", "C", "C", "C", "C", "C", "H", "H", "H", "H", "H", "H", "H", "H", "O", "O"],
  "positions_angstrom": [[-1.128796, -0.420938, 0.300842], [-0.717871, 1.169894, 0.205105], [0.790482, 1.286978, -0.386688], [1.897397, 0.381664, -0.203172], [1.248405, -0.889222, 0.368759], [0.005534, -0.962269, -0.270011], [-2.397065, -1.694414, -1.046472], [-1.589749, -0.650192, 1.444549], [-0.479792, 1.787691, 1.264219], [-1.654746, 1.481368, -0.425788], [1.146106, 2.208990, -0.430082], [2.874497, 0.681962, -0.558001], [1.073973, -1.162450, 1.536829], [0.192061, -0.574123, -1.344651], [-2.398018, -0.606358, -0.310007], [1.137582, -2.038578, -0.145438]],
  "forces_ev_per_a": [[-5.011, 1.276, 5.650], [1.076, -0.369, 0.455], [1.341, -4.334, 2.227], [-4.698, 1.744, 0.078], [1.949, 4.960, 5.538], [2.847, -2.052, -4.532], [0.246, 5.121, 3.433], [2.688, 0.366, -2.346], [-1.536, -1.913, -2.672], [2.262, 0.531, 1.040], [0.939, 4.514, -1.156], [0.197, -0.255, 0.556], [1.131, 2.273, -1.658], [-1.081, -1.166, 1.771], [-0.260, -4.706, -4.648], [-2.089, -5.989, -3.737]],
  "multiplicity": 1,
  "total_charge": 0,
  "homo_lumo_gap_ev": 9.21,
  "homo_ev": -8.943,
  "fmax_ev_per_a": 7.686
}

No. 2
{
  "formula": "C6H8O2S",
  "method": "ωB97M-V/def2-TZVPD",
  "elements": ["C", "C", "C", "C", "S", "O", "O", "C", "C", "H", "H", "H", "H", "H", "H", "H", "H"],
  "positions_angstrom": [[1.324517, 1.182290, -0.149782], [-0.046503, 0.549999, 0.002284], [-1.186798, 1.042809, 0.381806], [-2.143654, -0.058697, 0.521419], [-3.761945, 0.236291, -0.297637], [-4.480201, -1.092000, -0.134844], [-4.428154, 1.411963, 0.159127], [-1.466661, -1.276780, 0.425301], [-0.098161, -0.941531, -0.269120], [1.624891, 1.406480, -1.211713], [2.128711, 0.592709, 0.377993], [1.372910, 2.294272, 0.421379], [-1.459565, 2.052913, 0.434529], [-1.158843, -1.512774, 1.407348], [-2.173054, -1.965904, -0.062221], [-0.160034, -1.124949, -1.365672], [0.690328, -1.446022, 0.252530]],
  "forces_ev_per_a": [[0.473, 3.361, 1.462], [4.283, -1.330, -1.046], [-2.541, -0.666, 0.425], [-1.706, 4.610, -0.809], [-0.073, -4.886, 1.455], [1.135, 2.636, -0.778], [-0.400, 1.381, 0.206], [0.659, -1.881, -2.309], [-1.711, 0.630, 0.100], [-0.331, -0.545, 0.999], [-0.920, 0.366, -0.792], [-0.293, -2.933, -1.580], [-0.218, 1.287, 0.426], [-0.195, -0.942, 1.398], [0.777, -0.546, 0.484], [0.365, -0.075, 0.707], [0.696, -0.467, -0.345]],
  "multiplicity": 1,
  "total_charge": 0,
  "homo_lumo_gap_ev": [6.86, 7.48],
  "smiles": "CC1=CC(=S(=O)=O)CC1",
  "homo_ev": [-8.450, -8.814],
  "fmax_ev_per_a": 5.099
}